Density functional theory data (ωB97M-V/def2-TZVPD) for C16H24AgBO20 as an isolated structure at a distorted geometry.

```
62
Properties=species:S:1:pos:R:3
Ag -0.74 -0.12 -0.45
O 6.10 0.28 3.62
C 4.99 0.63 3.37
O 3.88 -0.02 3.64
B 2.68 0.77 3.26
O 3.27 1.96 2.62
C 4.59 1.92 2.65
O 5.30 2.79 2.24
O 1.79 1.14 4.36
C 0.53 0.98 4.05
O -0.44 1.34 4.64
C 0.55 0.25 2.65
O 1.80 -0.01 2.36
O -0.38 -0.07 1.96
C -4.99 0.32 -0.67
O -4.95 0.03 -2.08
C -3.76 -0.30 -2.54
O -2.73 -0.28 -1.91
O -3.84 -0.47 -3.83
C -2.69 -0.84 -4.54
H -4.13 0.84 -0.28
H -5.10 -0.64 -0.17
H -5.86 0.94 -0.49
H -1.94 -1.38 -3.97
H -2.18 0.04 -4.95
H -2.96 -1.38 -5.45
C -0.51 3.72 2.23
O -1.51 3.87 1.23
C -1.42 3.11 0.18
O -0.55 2.29 -0.05
O -2.38 3.40 -0.67
C -2.34 2.92 -1.99
H 0.50 3.60 1.82
H -0.70 2.84 2.84
H -0.60 4.55 2.92
H -3.35 2.83 -2.38
H -1.74 2.03 -2.17
H -1.84 3.69 -2.59
C 0.34 -4.32 -2.54
O -0.22 -4.71 -1.31
C -0.59 -3.79 -0.44
O -0.41 -2.60 -0.46
O -1.26 -4.42 0.51
C -1.64 -3.67 1.66
H 1.23 -3.72 -2.36
H -0.34 -3.83 -3.24
H 0.70 -5.19 -3.10
H -0.81 -3.07 2.04
H -1.97 -4.35 2.44
H -2.47 -3.03 1.37
C 3.14 -2.44 -0.48
O 3.63 -1.10 -0.53
C 2.80 -0.09 -0.58
O 1.60 -0.16 -0.49
O 3.52 1.00 -0.70
C 2.95 2.29 -0.52
H 2.30 -2.46 0.22
H 3.90 -3.13 -0.14
H 2.78 -2.66 -1.49
H 2.80 2.75 -1.49
H 3.63 2.85 0.11
H 2.03 2.26 0.07
```

Values from the calculation:
E_LUMO in eV: -0.1840
Energy relative to the best compared isomer or geometry (same formula, charge and spin) in eV: 0.593
Gap between HOMO and LUMO in eV: 9.15

Density functional theory data (ωB97M-V/def2-TZVPD) for one molecule with the formula C3H5NOS2 at a distorted geometry.

```
12
Properties=species:S:1:pos:R:3
C -2.16 0.85 0.17
N -1.09 0.36 -0.38
O 0.03 0.78 0.27
C 1.15 0.33 -0.43
C 1.38 -1.18 -0.30
S 2.25 -1.98 -1.40
S 0.60 -1.92 1.12
H -2.24 1.59 1.00
H -3.03 0.41 -0.31
H 1.03 0.59 -1.52
H 1.95 0.90 0.07
H 0.13 -0.74 1.71
```

Values from the calculation:
E_LUMO in eV: -0.2039
Energy relative to the best compared isomer or geometry (same formula, charge and spin) in eV: 3.024
Gap between HOMO and LUMO in eV: 8.61
SMILES: C=NOCC(=S)S

Density functional theory data (ωB97M-V/def2-TZVPD) for C9H10MnN6S4Sb as an isolated structure at a distorted geometry.

```
31
Properties=species:S:1:pos:R:3
Mn 1.04 -9.67 9.97
S 5.40 -13.84 9.49
Sb 3.44 -13.23 8.56
S 0.39 -11.82 9.95
S 2.58 -11.31 10.27
S 4.37 -11.77 6.60
N -1.58 -11.81 13.51
C -0.55 -12.74 13.73
C 0.57 -12.09 13.32
N 0.31 -10.83 12.80
C -1.02 -10.74 12.89
C -1.66 -9.50 12.45
N -1.17 -8.71 11.53
C -1.81 -7.55 11.65
C -2.75 -7.60 12.63
N -2.58 -8.87 13.13
H -2.53 -12.19 13.41
H -0.67 -13.68 14.14
H 1.62 -12.49 13.32
H -1.52 -6.72 10.99
H -3.37 -7.02 13.18
H -3.16 -9.23 13.87
N 1.39 -8.02 9.10
C 2.27 -7.72 8.13
C 1.96 -6.47 7.71
C 0.89 -6.05 8.53
N 0.53 -7.03 9.39
H 5.58 -11.75 7.07
H 3.02 -8.41 7.75
H 2.44 -5.82 7.00
H 0.37 -5.10 8.57
```

Values from the calculation:
E_LUMO (spin up / spin down) in eV: 2.0935 / 2.0797
Total charge: -1
<S²>: 8.7750
Gap between HOMO and LUMO (spin up / spin down) in eV: 6.33 / 6.58
Multiplicity: 6

Density functional theory data (ωB97M-V/def2-TZVPD) for one molecule with the formula C9H13BN2 at a distorted geometry.

```
25
Properties=species:S:1:pos:R:3
C 0.69 0.36 -2.18
N 0.97 0.67 -0.76
C 1.96 1.65 -0.45
C 1.93 1.89 1.13
N 0.77 1.13 1.53
B 0.23 0.38 0.45
C -0.91 -0.70 0.61
C -2.19 -0.31 0.31
C -3.21 -1.24 0.28
C -2.98 -2.54 0.70
C -1.72 -2.91 1.17
C -0.64 -2.01 1.06
H 1.55 0.02 -2.61
H 0.01 -0.53 -2.10
H 0.41 1.25 -2.63
H 1.71 2.71 -1.02
H 2.91 1.35 -0.71
H 2.77 1.41 1.53
H 1.72 2.95 1.29
H 0.39 1.41 2.46
H -2.59 0.68 0.17
H -4.15 -0.91 0.08
H -3.71 -3.25 0.84
H -1.68 -3.92 1.73
H 0.43 -2.21 1.39
```

Values from the calculation:
E_LUMO in eV: 0.7205
Energy relative to the best compared isomer or geometry (same formula, charge and spin) in eV: 0.969
Gap between HOMO and LUMO in eV: 8.78
SMILES: CN1CCNB1c1ccccc1